Record 1
The following is a quantum chemistry calculation of a structure of composition C6H11IN at a distorted geometry, from the Open Molecules 2025 dataset.

The highest occupied orbital energy (spin up / spin down) is -0.4421 / -0.4527 hartree. The charge is +1. The energy above the lowest of the compared OMol25 structures with the same formula, charge and spin is 72.7 kcal/mol. The total energy is -587.27754 hartree. Its LUMO energy (spin up / spin down) is -4.4 / -4.3 eV.

Positions of all 19 atoms, in Å:
H: 2.032 -2.538 -0.412
H: 0.479 -2.046 1.814
H: 0.806 1.063 2.029
H: -1.229 -0.429 1.493
H: -1.217 1.357 -1.229
C: -0.346 0.848 -1.299
H: -0.454 2.119 1.231
H: -0.419 -0.030 -2.074
H: 0.381 -2.036 -1.340
H: 1.236 2.059 0.586
C: 0.188 0.409 0.050
H: 0.339 1.512 -1.752
C: 0.257 -1.855 0.825
C: 1.451 -0.525 -0.162
N: -0.716 -0.725 0.598
I: 3.330 0.126 -0.174
C: 1.042 -1.959 -0.428
C: 0.469 1.437 1.047
H: -1.575 -1.025 -0.103



Record 2
The following is a quantum chemistry calculation of a structure of composition C33H39N7OSSiZr at a distorted geometry, from the Open Molecules 2025 dataset.

The highest occupied orbital energy is -0.4881 hartree. The charge is +2. The energy above the lowest of the compared OMol25 structures with the same formula, charge and spin is 36.0 kcal/mol. The total energy is -2473.55560 hartree. Its LUMO energy is -6.8 eV.

Positions of all 83 atoms, in Å:
C: 1.397 -2.460 -1.275
H: -1.015 0.213 -4.299
H: -3.441 4.278 -2.569
H: -1.285 2.741 -5.298
C: -3.533 1.114 3.283
C: -2.457 -2.182 -0.421
C: -0.318 3.500 3.882
H: 2.700 -3.886 -0.308
N: -0.396 0.414 -2.254
C: 4.290 -0.507 0.134
C: 5.375 0.548 -0.051
H: -4.890 3.387 -3.033
N: -1.095 2.129 -3.328
H: 2.102 -2.644 0.791
H: -3.522 0.845 -4.177
H: 0.037 -3.895 2.930
H: 0.461 -1.905 -1.086
H: -1.991 2.493 0.591
C: -0.237 -1.884 5.648
H: 1.040 -3.948 0.254
H: 3.917 -0.574 1.158
H: 3.415 -2.052 -1.937
H: -3.574 2.543 -2.235
C: -0.446 -0.573 3.627
H: 2.352 5.529 4.341
N: -2.032 -1.170 0.036
H: 6.179 0.289 0.640
Si: -0.717 0.993 2.683
C: -4.839 1.467 2.973
C: -3.804 3.327 -2.963
N: -2.974 -5.456 0.449
C: -2.486 1.447 2.421
N: -0.387 1.517 -1.478
H: 3.468 3.684 3.140
C: -4.097 2.489 0.922
C: -3.214 3.001 -4.330
Zr: -0.314 -0.060 0.264
H: -0.223 -1.938 6.728
H: 2.188 -1.126 -2.809
C: 2.405 3.632 3.341
H: 4.614 -1.494 -0.196
H: -1.303 4.038 -4.090
H: -0.286 -1.785 1.806
H: -0.065 5.407 4.830
N: -2.998 -3.107 -3.565
H: 6.655 1.379 -1.588
C: 1.835 -3.271 -0.061
S: 2.814 -0.061 -0.818
C: -5.122 2.146 1.793
H: 6.364 -0.348 -1.765
H: -1.382 3.469 4.090
H: 2.173 1.717 2.421
H: 4.996 1.523 0.263
C: 1.779 4.668 4.022
C: 0.420 4.601 4.295
C: -0.853 0.815 -3.419
C: -2.846 -3.326 -0.999
C: -2.950 -4.518 -0.215
H: 0.058 -3.996 5.397
O: 1.669 -0.093 0.273
H: 1.118 -3.128 -2.093
C: 0.295 2.446 3.198
C: -1.688 3.052 -4.336
N: -0.815 2.551 -2.105
C: -3.739 1.671 -4.864
H: -3.324 1.428 -5.844
H: -3.334 0.567 4.198
H: -4.822 1.705 -4.968
C: -0.074 -3.045 4.900
H: -5.641 1.213 3.653
C: -0.082 -2.992 3.515
C: -0.266 -1.759 2.908
H: -4.317 3.042 0.018
C: 5.904 0.600 -1.479
H: -0.527 0.236 5.623
H: 5.114 0.826 -2.206
H: -3.497 3.795 -5.027
C: -2.984 -3.257 -2.425
C: 1.667 2.531 2.933
C: -0.417 -0.659 5.021
H: -6.143 2.416 1.558
C: 2.464 -1.529 -1.836
C: -2.792 2.141 1.244



Record 3
The following is a quantum chemistry calculation of a structure of composition C4H6N5OS at a distorted geometry, from the Open Molecules 2025 dataset.

The highest occupied orbital energy is -0.5221 hartree. The charge is +1. The energy above the lowest of the compared OMol25 structures with the same formula, charge and spin is 44.0 kcal/mol. The total energy is -902.76170 hartree. Its LUMO energy is -5.8 eV.

Positions of all 17 atoms, in Å:
C: 1.649 1.466 -0.967
N: 0.025 0.467 0.956
C: -1.063 -1.283 -0.195
H: 0.685 0.128 -2.373
N: 0.578 0.424 2.054
H: 2.616 1.373 -1.634
N: -1.744 0.837 1.455
H: 1.201 2.500 -1.201
H: -0.201 -2.671 -1.593
N: -1.043 -2.294 -1.047
O: -1.931 -1.131 0.636
C: 0.638 0.417 -1.320
H: -1.673 -2.961 -0.745
S: -1.600 0.880 2.955
N: 0.094 0.604 3.116
C: -0.008 -0.159 -0.235
H: 1.776 1.403 0.138



Record 4
The following is a quantum chemistry calculation of a structure of composition C19H40P2Pb at a distorted geometry, from the Open Molecules 2025 dataset.

The highest occupied orbital energy (spin up / spin down) is -0.4529 / -0.4548 hartree. The charge is +2. The energy above the lowest of the compared OMol25 structures with the same formula, charge and spin is 42.2 kcal/mol. The total energy is -1622.67400 hartree. Its LUMO energy (spin up / spin down) is -9.3 / -9.2 eV.

Positions of all 62 atoms, in Å:
H: -2.042 1.999 -4.463
C: 0.155 0.581 -6.939
C: 0.000 2.262 -3.594
H: -0.230 3.325 -3.547
H: 1.161 0.204 -7.234
H: 1.655 -2.338 -6.630
C: -1.455 0.132 -3.496
C: 0.108 0.627 3.935
H: -0.189 1.218 -7.772
C: -0.838 2.991 -6.277
C: -0.298 -0.769 -3.077
H: -2.556 0.886 2.780
H: 0.030 2.551 3.036
H: -2.032 0.379 -2.594
C: -0.873 -0.554 -6.762
H: 0.632 1.515 -1.686
C: -1.963 1.789 3.003
P: -0.485 -1.886 -5.498
H: -0.307 1.956 0.682
P: 0.265 1.701 -5.428
H: 0.812 -1.636 2.204
H: -1.696 -3.519 -4.229
H: 2.278 -0.243 -5.316
H: 0.672 -2.657 0.680
H: 1.257 -2.043 -3.855
H: -2.179 2.079 4.041
C: 0.672 -1.188 -4.279
H: -0.699 -1.657 -2.575
H: 0.346 -0.336 -2.310
H: -1.885 -0.152 -6.538
C: 0.731 -2.909 -6.416
C: -0.452 1.568 2.859
H: 2.669 2.036 -5.755
H: 3.011 1.152 -3.509
H: 1.724 3.170 -6.736
H: -0.632 -2.778 1.964
C: 1.069 1.804 -2.659
H: 0.993 0.890 1.288
H: -2.155 -3.519 -5.957
C: 0.129 -2.128 1.486
H: -0.404 3.416 -7.192
H: -0.241 -0.412 3.825
H: -0.238 0.978 4.918
H: -2.818 -2.279 -4.876
H: 0.271 -3.253 -7.358
H: -2.160 -0.419 -4.142
H: 1.963 3.477 -5.019
H: -0.957 -1.106 -7.721
Pb: -1.077 -0.585 0.403
H: 1.725 2.683 -2.477
C: -1.121 1.464 -4.170
H: -1.034 3.837 -5.599
H: -2.306 2.582 2.326
H: -1.825 2.587 -6.572
C: -1.925 -2.881 -5.091
C: -0.060 1.171 1.416
H: 1.205 0.624 3.924
C: 2.043 0.676 -3.263
C: 1.497 0.033 -4.571
H: 2.291 -0.012 -2.426
H: 0.977 -3.772 -5.777
C: 1.785 2.681 -5.753